# 1
{
  "formula": "C4H12",
  "method": "the ωB97M-V functional and the def2-TZVPD basis",
  "de_lowest_kcal_mol": 30.6,
  "homo_lumo_gap_ha": 0.4496,
  "lumo_energy_ha": 0.0409,
  "smiles": "CC.CC",
  "total_energy_ev": -4341.202,
  "species": ["C", "C", "H", "H", "H", "H", "H", "H", "C", "C", "H", "H", "H", "H", "H", "H"],
  "positions_angstrom": [[-1.08731, 0.48928, 2.57045], [-0.67380, -0.45721, 1.38253], [-2.01677, 1.11277, 2.44806], [-1.50148, -0.04178, 3.32709], [-0.31711, 1.13035, 2.91673], [0.40285, -0.76413, 1.46631], [-0.94653, 0.11712, 0.48132], [-1.12380, -1.45517, 1.37179], [0.43175, -0.50572, -1.94012], [1.47296, 0.53500, -2.07222], [0.42993, -1.16596, -2.82164], [0.54480, -1.02230, -0.96904], [-0.62502, -0.27666, -1.79711], [2.00950, 0.43869, -3.00248], [0.95993, 1.40671, -2.23763], [2.04010, 0.45900, -1.12403]],
  "forces_ev_per_a": [[-1.124, 0.364, -2.339], [0.287, 0.848, 0.673], [1.027, -0.133, -1.092], [-0.315, -2.133, 2.899], [0.792, 0.447, 0.248], [-0.688, 0.972, -0.370], [0.689, -0.785, 0.007], [-0.708, 0.464, 0.108], [-1.473, -2.591, 0.406], [0.541, -0.920, 0.689], [0.077, -0.340, 0.673], [0.448, -0.620, -0.869], [-0.015, 1.126, -0.500], [0.874, -0.455, 0.134], [-0.744, 2.847, 0.361], [0.330, 0.908, -1.030]],
  "nbo_charge": [-0.615, -0.627, 0.201, 0.203, 0.207, 0.207, 0.212, 0.210, -0.616, -0.626, 0.203, 0.206, 0.203, 0.209, 0.208, 0.213]
}

=====

# 2
{
  "formula": "C4H7NO2",
  "method": "the ωB97M-V functional and the def2-TZVPD basis",
  "de_lowest_kcal_mol": 88.6,
  "homo_lumo_gap_ha": 0.3544,
  "lumo_energy_ha": 0.0337,
  "total_energy_ev": -9843.436,
  "species": ["N", "C", "O", "C", "C", "C", "O", "H", "H", "H", "H", "H", "H", "H"],
  "positions_angstrom": [[1.74344, 0.53034, 1.84579], [0.60649, 0.61824, 1.07334], [0.02761, 1.69274, 0.93801], [0.19381, -0.65674, 0.45537], [-1.08899, -0.75426, -0.19843], [-1.39955, 0.27873, -1.18321], [-0.56260, -0.72974, -1.80696], [2.16461, 1.41630, 2.08282], [2.37187, -0.24738, 1.71559], [0.54648, -1.56416, 0.94192], [0.37390, -0.65248, -1.04415], [-1.75563, -1.60602, -0.11105], [-0.94051, 1.25317, -1.05064], [-2.38922, 0.28569, -1.63352]],
  "forces_ev_per_a": [[0.076, 0.086, -0.042], [-0.013, 0.076, -0.089], [0.143, -0.288, 0.088], [-0.172, -0.023, 0.286], [0.055, -0.019, 0.131], [-0.151, 0.147, 0.060], [0.283, -0.051, -0.191], [-0.049, -0.102, -0.002], [-0.134, 0.090, 0.017], [-0.024, 0.151, -0.059], [-0.198, -0.023, -0.254], [0.100, 0.120, 0.002], [-0.048, -0.160, -0.052], [0.131, -0.005, 0.105]],
  "nbo_charge": [-0.831, 0.664, -0.668, -0.704, 0.102, -0.125, -0.595, 0.396, 0.385, 0.229, 0.471, 0.227, 0.241, 0.207]
}

=====

# 3
{
  "formula": "C15H26N2O5Pt",
  "method": "the ωB97M-V functional and the def2-TZVPD basis",
  "de_lowest_kcal_mol": 0.0,
  "homo_lumo_gap_ha": [0.3657, 0.2391],
  "lumo_energy_ha": [-0.4542, -0.5930],
  "total_charge": 4,
  "multiplicity": 5,
  "total_energy_ev": -32391.853,
  "species": ["Pt", "C", "C", "O", "C", "C", "O", "C", "C", "O", "C", "C", "O", "C", "C", "O", "H", "H", "H", "H", "H", "H", "H", "H", "H", "H", "H", "H", "H", "H", "H", "H", "H", "H", "H", "H", "N", "C", "C", "C", "N", "C", "C", "H", "H", "H", "H", "H", "H"],
  "positions_angstrom": [[0.32767, 0.29297, -0.64767], [-0.18290, -2.33570, -2.13014], [-1.53474, -1.65691, -2.25856], [-1.31150, -0.26359, -1.89911], [-2.41178, 0.68957, -2.00284], [-1.89391, 2.05702, -1.58368], [-1.15079, 1.89858, -0.32599], [-0.72700, 3.10570, 0.34461], [-0.36303, 2.72906, 1.75955], [0.64073, 1.65169, 1.71374], [0.80972, 0.92600, 2.82571], [-0.34985, -0.41804, 2.82426], [-0.28236, -1.04415, 1.65083], [0.46295, -2.31470, 1.53036], [0.05459, -2.90486, 0.21001], [0.45957, -2.01702, -0.85984], [0.51005, -1.99060, -2.89624], [-0.27609, -3.41853, -2.22332], [-2.29691, -2.06146, -1.58988], [-1.89541, -1.69859, -3.28749], [-3.22424, 0.34680, -1.36097], [-2.73865, 0.72112, -3.04325], [-2.73485, 2.72501, -1.39189], [-1.22967, 2.50253, -2.32702], [-1.56339, 3.80809, 0.38349], [0.09732, 3.56315, -0.20680], [-1.23016, 2.34876, 2.30277], [0.07897, 3.56866, 2.29826], [0.53633, 1.41275, 3.76563], [1.76043, 0.39380, 2.82467], [-1.26907, 0.16404, 2.91409], [-0.05550, -0.99451, 3.70369], [0.18806, -2.95488, 2.36852], [1.52681, -2.06638, 1.56632], [-1.02595, -3.05941, 0.18058], [0.56116, -3.86500, 0.08313], [5.01468, 2.35560, -4.28354], [4.01077, 1.96273, -3.51859], [4.03755, 2.17804, -2.10592], [2.97149, 1.74131, -1.35668], [1.90506, 1.11118, -1.90232], [1.86237, 0.90969, -3.23925], [2.87116, 1.31126, -4.08269], [5.83859, 2.82270, -3.90126], [5.01611, 2.21142, -5.29471], [4.87569, 2.67133, -1.62801], [2.95632, 1.89076, -0.28516], [0.98330, 0.41483, -3.62901], [2.79390, 1.13234, -5.14885]],
  "forces_ev_per_a": [[0.051, -0.168, 0.063], [0.054, -0.053, 0.039], [0.023, 0.109, 0.231], [0.066, 0.329, -0.505], [0.095, -0.080, 0.166], [0.010, -0.041, 0.241], [0.037, -0.169, -0.199], [-0.143, 0.030, 0.027], [0.125, -0.083, 0.000], [-0.043, -0.039, -0.029], [0.185, 0.268, 0.086], [-0.211, -0.252, -0.013], [-0.009, -0.002, 0.023], [-0.061, 0.339, -0.037], [0.083, -0.120, 0.161], [-0.073, 0.125, -0.095], [-0.017, 0.004, -0.006], [-0.042, 0.016, -0.043], [0.031, -0.045, -0.010], [0.020, -0.086, 0.003], [0.002, 0.015, 0.002], [-0.105, 0.050, 0.045], [-0.016, -0.001, -0.117], [0.000, -0.012, 0.004], [0.045, 0.028, -0.011], [0.024, 0.000, 0.050], [-0.029, 0.058, 0.002], [-0.069, 0.033, -0.015], [0.004, -0.026, 0.003], [-0.011, -0.015, -0.019], [-0.012, -0.008, 0.005], [0.023, 0.036, 0.011], [0.023, -0.077, -0.058], [0.018, -0.076, 0.010], [0.009, 0.004, 0.006], [-0.030, 0.015, -0.031], [-0.027, -0.001, 0.020], [0.078, 0.020, -0.054], [-0.049, -0.010, 0.023], [0.010, -0.008, 0.023], [-0.063, -0.123, 0.011], [-0.010, 0.022, -0.029], [-0.055, -0.014, 0.041], [0.004, 0.000, 0.001], [-0.001, -0.002, -0.004], [0.004, 0.005, 0.001], [0.032, 0.002, -0.006], [0.009, 0.004, -0.017], [0.012, -0.002, -0.003]],
  "nbo_charge": [1.374, -0.102, -0.103, -0.605, -0.094, -0.096, -0.588, -0.101, -0.108, -0.437, 0.024, 0.023, -0.416, -0.106, -0.109, -0.590, 0.215, 0.259, 0.223, 0.252, 0.232, 0.251, 0.260, 0.208, 0.262, 0.213, 0.226, 0.269, 0.263, 0.251, 0.255, 0.261, 0.267, 0.228, 0.221, 0.261, -0.418, 0.209, -0.120, 0.028, -0.455, 0.043, -0.128, 0.465, 0.465, 0.287, 0.246, 0.246, 0.289]
}